(1)
Here is a structure of composition C39H26F2N7OTi from the Open Molecules 2025 dataset. Energies are from the ωB97M-V functional and the def2-TZVPD basis.

Values from the calculation:
HOMO-LUMO gap	6.684	eV
highest occupied orbital energy	-10.745	eV
energy relative to the best compared isomer or geometry (same formula, charge and spin)	0.00	kJ/mol

Geometry as ORCA input:
```
! RIJCOSX wB97M-V def2-TZVPD def2/J DEFGRID3
* xyz 1 1
Ti 0.7983 -0.4414 -0.1260
O 2.5085 -3.8998 -1.5747
C 2.1968 -2.7332 -1.4201
N 1.4598 -2.2443 -0.3793
C 1.1008 -3.2862 0.5736
C 1.0402 -2.7102 1.9422
C 1.2279 -3.5015 3.0671
C 1.1706 -2.9204 4.3184
C 0.9246 -1.5558 4.3967
C 0.7574 -0.8389 3.2312
N 0.8157 -1.3923 2.0128
C 2.6011 -1.7153 -2.4309
C 3.6099 -2.0243 -3.3296
C 3.9666 -1.0817 -4.2763
C 3.2662 0.1158 -4.2970
C 2.2700 0.3303 -3.3621
N 1.9414 -0.5569 -2.4223
H 1.8381 -4.0864 0.5286
H 0.1347 -3.7385 0.3138
H 1.4288 -4.5570 2.9428
H 1.3205 -3.5105 5.2122
H 0.8652 -1.0491 5.3490
H 0.5672 0.2216 3.2861
H 4.0818 -2.9938 -3.2585
H 4.7596 -1.2746 -4.9857
H 3.4790 0.8808 -5.0305
H 1.7121 1.2584 -3.3885
N -9.2940 1.2268 1.6231
C -8.1793 1.0280 1.4286
C -6.7882 0.7876 1.1854
C -6.0258 1.7500 0.5239
C -4.6824 1.5189 0.2963
C -4.0910 0.3282 0.7163
C -4.8575 -0.6332 1.3646
C -6.2009 -0.4032 1.6062
C -2.6457 0.1082 0.4424
C -2.3179 -0.7973 -0.5617
C -3.2329 -1.4896 -1.3974
C -2.4843 -2.2254 -2.2899
C -1.1404 -1.9792 -1.9702
N -1.0181 -1.1290 -0.9439
C -1.7350 0.8730 1.1823
C -2.0650 1.8755 2.1295
C -0.8827 2.4784 2.5030
C 0.1351 1.8129 1.8057
N -0.3536 0.8366 1.0292
H -6.4875 2.6713 0.1964
H -4.0782 2.2579 -0.2146
H -4.3986 -1.5592 1.6869
H -6.8014 -1.1413 2.1198
H -4.3075 -1.4287 -1.3361
H -2.8452 -2.8712 -3.0734
H -0.2770 -2.4073 -2.4576
H -3.0573 2.1305 2.4613
H -0.7554 3.2931 3.1967
H 1.1932 2.0212 1.8552
F 5.7883 -0.1288 2.0437
C 4.8387 0.4639 1.3176
C 3.6710 -0.2246 1.0426
C 2.6610 0.3752 0.3005
C 2.8634 1.6898 -0.1784
C 4.0623 2.3390 0.1136
F 4.3073 3.5820 -0.3324
C 5.0580 1.7480 0.8629
C 1.7667 2.2550 -0.9798
C 1.7374 3.5379 -1.5285
C 0.6498 3.9346 -2.2848
C -0.3900 3.0426 -2.5036
C -0.3036 1.7916 -1.9284
N 0.7318 1.4096 -1.1774
H 3.5781 -1.2415 1.4074
H 5.9774 2.2755 1.0748
H 2.5541 4.2193 -1.3680
H 0.6183 4.9308 -2.7058
H -1.2490 3.3100 -3.1013
H -1.0894 1.0618 -2.0757
*
```

(2)
Here is a structure of composition C39H26F5N9O4Zr from the Open Molecules 2025 dataset. Energies are from the ωB97M-V functional and the def2-TZVPD basis.

Values from the calculation:
HOMO-LUMO gap	6.971	eV
highest occupied orbital energy	-13.812	eV
energy relative to the best compared isomer or geometry (same formula, charge and spin)	61.24	kJ/mol

Geometry as ORCA input:
```
! RIJCOSX wB97M-V def2-TZVPD def2/J DEFGRID3
* xyz 2 1
Zr -0.4906 -0.3221 0.2470
C 0.9318 -3.6499 -2.5198
C 0.6627 -3.0335 -1.3032
N 0.9272 -1.7426 -1.1130
C 1.4787 -1.0611 -2.1329
C 1.6953 -1.6833 -3.3572
N 1.4187 -2.9647 -3.5440
C 1.7958 0.3512 -1.8437
C 2.6392 1.1103 -2.6298
C 2.9898 2.4073 -2.2380
C 2.4461 2.8553 -1.0296
C 1.5800 2.0571 -0.3056
N 1.2538 0.8181 -0.7056
C 0.9777 2.4863 0.9729
C 1.0405 3.7959 1.4405
N 0.5138 4.1550 2.6008
C -0.0681 3.2107 3.3231
C -0.1591 1.9026 2.8613
N 0.3448 1.5386 1.6857
C 3.9028 3.2488 -3.0383
C 4.4945 2.7702 -4.2087
C 5.3351 3.6022 -4.9331
N 5.6150 4.8456 -4.5674
C 5.0632 5.3084 -3.4540
C 4.2066 4.5581 -2.6619
H 0.7340 -4.7024 -2.6790
H 0.2219 -3.5726 -0.4751
H 2.0742 -1.1424 -4.2160
H 3.0405 0.6804 -3.5332
H 2.7130 3.8244 -0.6414
H 1.5115 4.5894 0.8738
H -0.4837 3.5047 4.2786
H -0.6364 1.1379 3.4551
H 4.3271 1.7674 -4.5728
H 5.8034 3.2553 -5.8467
H 5.3171 6.3268 -3.1841
H 3.7945 5.0179 -1.7755
O -2.5717 -3.7370 6.3978
N -1.3990 -3.8964 6.1324
O -0.6380 -4.6195 6.7322
C -0.8315 -3.1535 4.9686
C 0.5022 -3.2774 4.8020
C 1.1820 -2.6237 3.7356
C 2.5676 -2.7435 3.5374
C 3.1494 -2.0863 2.4811
C 2.3372 -1.3543 1.6173
N 1.0263 -1.2313 1.7719
C 0.4492 -1.8303 2.8418
C -0.9593 -1.6185 3.0738
N -1.5775 -0.7106 2.2824
C -2.8737 -0.4982 2.4332
C -3.6353 -1.1964 3.3630
C -3.0242 -2.1007 4.1972
C -1.6298 -2.3125 4.1040
H 1.0641 -3.8890 5.4939
H 3.1553 -3.3467 4.2180
H 4.2133 -2.1408 2.3012
H 2.7708 -0.8530 0.7610
H -3.3149 0.2507 1.7856
H -4.7004 -1.0267 3.4279
H -3.6008 -2.6348 4.9304
C -1.9257 3.2481 -1.3688
C -2.2411 1.7590 -1.3143
C -3.7340 1.4921 -1.1452
O -1.5291 1.1294 -0.2501
H -2.3753 3.6816 -2.2614
H -0.8447 3.3975 -1.4237
H -2.3117 3.7712 -0.4926
H -1.9104 1.3356 -2.2658
H -4.1416 2.1118 -0.3448
H -3.8981 0.4415 -0.8969
H -4.2697 1.7170 -2.0665
F -5.1446 -2.9300 -3.9742
C -4.3263 -2.6685 -2.9721
C -4.6116 -3.1338 -1.6914
F -5.7206 -3.8163 -1.4779
C -3.7438 -2.8846 -0.6404
F -4.0232 -3.3320 0.5846
C -2.5663 -2.1604 -0.8292
O -1.6633 -1.9307 0.1146
C -2.3600 -1.6649 -2.1111
F -1.2549 -0.8542 -2.2235
C -3.1838 -1.9116 -3.1860
F -2.8938 -1.4189 -4.3818
*
```

(3)
Here is a structure of composition C39H28AsBrN3OSSeZr from the Open Molecules 2025 dataset. Energies are from the ωB97M-V functional and the def2-TZVPD basis.

Values from the calculation:
HOMO-LUMO gap	6.846	eV
highest occupied orbital energy	-10.661	eV
energy relative to the best compared isomer or geometry (same formula, charge and spin)	0.00	kJ/mol

Geometry as ORCA input:
```
! RIJCOSX wB97M-V def2-TZVPD def2/J DEFGRID3
* xyz 1 1
Zr -0.3999 -1.0766 0.3957
Br 0.7728 4.9416 3.0311
C 0.8201 3.6525 4.4143
C 1.9807 3.4788 5.1512
C 2.0121 2.5058 6.1369
C 0.9114 1.6837 6.3448
C -0.2725 1.9185 5.6541
C -0.3177 2.9062 4.6840
N 1.0745 0.6474 7.3183
N 0.7630 -0.5247 7.0722
C 0.2687 -0.8892 5.7763
C -0.9776 -1.4465 5.6878
C -1.5925 -1.6865 4.4414
C -0.9249 -1.3698 3.2921
O -1.4283 -1.4912 2.0483
C 0.4246 -0.9474 3.3691
N 1.0737 -0.7876 2.1735
C 2.3357 -0.3908 2.1805
C 3.0384 -0.1509 3.3633
C 2.4046 -0.3173 4.5685
C 1.0526 -0.7116 4.6019
H 2.8454 4.0993 4.9622
H 2.8971 2.3585 6.7434
H -1.1594 1.3329 5.8538
H -1.2290 3.0831 4.1301
H -1.5288 -1.6331 6.6003
H -2.6040 -2.0642 4.3865
H 2.8201 -0.2801 1.2172
H 4.0734 0.1534 3.3117
H 2.9440 -0.1595 5.4922
S -0.4855 -3.5128 -0.2395
C -1.1161 -4.0141 -1.8158
C -1.2472 -5.3778 -2.0713
C -1.7527 -5.8081 -3.2874
C -2.1246 -4.8941 -4.2670
C -1.9867 -3.5364 -4.0267
C -1.4817 -3.1039 -2.8069
As -1.2702 -1.2710 -2.3217
C 0.6790 -1.1299 -2.2710
C 1.5361 -2.1735 -2.6270
C 2.9019 -2.0404 -2.4531
C 3.4368 -0.8800 -1.8955
C 2.5995 0.1614 -1.5387
C 1.2198 0.0433 -1.7331
C -1.7246 -0.2130 -3.8708
C -3.0581 0.1506 -4.0392
C -3.4363 0.9011 -5.1423
C -2.4828 1.2893 -6.0746
C -1.1552 0.9220 -5.9064
C -0.7714 0.1679 -4.8062
H -0.9636 -6.0928 -1.3107
H -1.8607 -6.8687 -3.4699
H -2.5182 -5.2394 -5.2130
H -2.2632 -2.8132 -4.7849
H 1.1288 -3.0938 -3.0262
H 3.5589 -2.8501 -2.7415
H 4.5061 -0.7898 -1.7586
H 3.0017 1.0882 -1.1475
H 0.5862 0.9085 -1.5502
H -3.8041 -0.1422 -3.3081
H -4.4731 1.1815 -5.2713
H -2.7758 1.8755 -6.9352
H -0.4124 1.2190 -6.6346
H 0.2675 -0.1143 -4.6890
Se -1.5480 1.2725 0.6471
C -0.8537 2.4638 -0.6941
C 0.3605 3.1094 -0.4772
C 0.8816 3.9438 -1.4565
C 0.1953 4.1365 -2.6488
C -1.0291 3.5150 -2.8488
C -1.5601 2.6870 -1.8685
H 0.8899 2.9635 0.4567
H 1.8225 4.4503 -1.2832
H 0.6060 4.7844 -3.4113
H -1.5800 3.6748 -3.7666
H -2.5216 2.2153 -2.0170
*
```